1.
A structure of composition C8H10GaO6P in a non-equilibrium geometry. Source: OMol25; level of theory: ωB97M-V/def2-TZVPD.

ORCA input file:
```
! wB97M-V def2-TZVPD RIJCOSX def2/J DEFGRID3
* xyz 2 1
Ga -1.38066 -0.68868 -0.76608
P 1.46021 0.17970 0.90807
O -1.44302 -3.32374 -2.29843
O 0.43458 -0.74912 0.25001
O -0.07051 0.87226 -3.50824
O -4.18120 0.53794 -2.91226
O -3.44522 -3.24259 0.05424
O -1.84757 2.11238 0.28330
C -0.34973 0.26841 -2.57599
C -2.71804 -2.39243 -0.38411
C -3.31943 0.11043 -2.33684
C -1.80918 -2.48980 -1.56198
C 3.03357 -0.63828 0.98530
C 0.86965 0.66494 2.48697
C -2.05564 1.00398 0.06821
C 1.69639 1.71728 -0.07609
H 3.82210 -0.07519 1.49667
H -2.57670 0.04541 0.70425
H 2.46879 2.32870 0.44627
H 1.64822 1.25115 2.97612
H 0.73886 2.32218 -0.15257
H 0.67103 -0.22416 3.08208
H 2.12698 1.49268 -1.09158
H 2.85490 -1.55614 1.56796
H -0.01543 1.29139 2.39658
H 3.38704 -0.81869 -0.04183
*
```

As for the frontier orbital gap (alpha / beta): 5.6 / 6.3 eV. The value obtained for the energy is -82384.3533 eV. For the strongest force on any atom, the calculation gives 0.1781 hartree/bohr.

2.
A structure of composition C8H10HoO6P in a non-equilibrium geometry. Source: OMol25; level of theory: ωB97M-V/def2-TZVPD.

ORCA input file:
```
! wB97M-V def2-TZVPD RIJCOSX def2/J DEFGRID3
* xyz 2 5
Ho 0.15672 0.28608 -1.47544
P -0.07737 -0.63665 1.58375
O 3.68173 0.38363 -2.02529
O 0.16316 -1.07804 0.08766
O 0.14268 2.74290 -4.29465
O 0.13858 3.30521 0.51455
O -3.36795 0.34851 -2.01000
O 0.06962 -2.22003 -2.78002
C 0.14492 2.02969 -3.41090
C 2.53349 0.44750 -1.91631
C 1.36543 0.31484 2.13884
C -2.21731 0.42920 -1.91536
C 0.16737 -1.13826 -3.29772
C 0.15122 2.43073 -0.23487
C -0.16725 -2.25053 2.34432
C -1.65640 0.26399 1.71269
H 0.77943 -2.75586 2.05956
H 2.26938 -0.28873 1.91917
H 1.46050 1.29191 1.61923
H -1.88876 0.43164 2.78000
H -2.45719 -0.35464 1.25885
H -0.98806 -2.78083 1.81685
H 1.29246 0.49230 3.22638
H -0.31790 -2.19318 3.43433
H -1.64377 1.24950 1.20010
H 0.26527 -0.75089 -4.33571
*
```

As for the frontier orbital gap (alpha / beta): 6.5 / 9.0 eV. The value obtained for the energy is -55810.4250 eV. For the strongest force on any atom, the calculation gives 0.1141 hartree/bohr.

3.
A cluster of 2 separate species, C8H10I2N in total in a non-equilibrium geometry. Source: OMol25; level of theory: ωB97M-V/def2-TZVPD.

ORCA input file:
```
! wB97M-V def2-TZVPD RIJCOSX def2/J DEFGRID3
* xyz 1 1
I -2.59339 -1.34072 -0.12543
I 2.99358 -0.49741 0.88900
N 0.63421 -2.36556 0.26500
C 1.43925 -1.37125 -1.91750
C 0.07040 1.81967 0.89149
C 1.37600 -1.28145 -0.40438
C -2.63768 1.44774 1.18163
C -1.87450 0.50953 0.58381
C -0.49793 0.76842 0.44800
C -2.04250 2.63381 1.59834
C -0.70163 2.83893 1.53614
H 2.38326 -1.74874 -2.34328
H 1.28756 -0.46043 -2.39071
H -0.31172 -2.27641 -0.18180
H 0.52546 -1.93088 -2.29805
H -3.75808 1.27572 1.41986
H 1.06978 1.95595 0.51375
H 0.40670 -2.09308 1.21866
H -2.74584 3.34345 1.98356
H -0.18004 3.64724 2.00029
H 0.92177 -3.37555 0.27296
*
```

As for the frontier orbital gap (alpha / beta): 7.7 / 8.2 eV. The calculation puts the energy above the lowest of the compared OMol25 structures with the same formula, charge and spin at 211.8 kJ/mol. The value obtained for the energy is -26137.9594 eV. For the strongest force on any atom, the calculation gives 0.1076 hartree/bohr.

4.
A cluster of 3 separate species, C8H10INO2 in total in a non-equilibrium geometry. Source: OMol25; level of theory: ωB97M-V/def2-TZVPD.

ORCA input file:
```
! wB97M-V def2-TZVPD RIJCOSX def2/J DEFGRID3
* xyz 0 1
I 3.58465 0.56177 -0.49595
O -1.90568 -1.24438 3.86037
O -3.12032 0.58611 3.23377
N 0.38179 0.33659 1.11269
C -0.15433 -1.41837 -0.36972
C 0.35713 1.65251 1.72278
C -0.13735 -1.88373 -1.73696
C -2.44228 -0.30407 3.51703
C 0.08825 0.83895 -1.29939
C -0.24336 0.36806 -2.53220
C -0.25402 -1.02519 -2.79803
C 0.16473 -0.07273 -0.12321
H 0.25200 1.82886 -1.03433
H 1.40889 2.08642 1.69093
H -0.25204 -2.21831 0.43367
H -0.30261 -1.23831 -3.89720
H -0.18891 -2.97262 -2.10698
H -0.26548 1.13319 -3.30259
H 0.45785 -0.46011 1.74269
H -0.46295 2.20152 1.28177
H 0.11845 1.46360 2.77325
H 2.91561 -0.21977 -1.67238
*
```

Its structure (SMILES) is CNc1ccccc1.O=C=O.I. As for the frontier orbital gap: 8.0 eV. The calculation puts the energy above the lowest of the compared OMol25 structures with the same formula, charge and spin at 0.0 kJ/mol. The value obtained for the energy is -22143.3493 eV. For the strongest force on any atom, the calculation gives 0.0853 hartree/bohr.

5.
A structure of composition C8H10LuO5 in a non-equilibrium geometry. Source: OMol25; level of theory: ωB97M-V/def2-TZVPD.

ORCA input file:
```
! wB97M-V def2-TZVPD RIJCOSX def2/J DEFGRID3
* xyz 3 1
Lu -1.36978 0.22581 0.88353
O -0.68957 3.76207 -3.10704
O -3.80412 1.35582 -1.59329
O 0.37222 3.26099 0.95620
O 0.19832 -0.81131 -0.17642
O -2.76017 3.04938 2.49284
C -2.95092 1.08178 -0.85647
C 0.20460 -0.95823 2.25867
C 0.81279 -1.50655 0.95424
C -2.33229 2.14121 1.90299
C 0.62954 -1.42405 -1.42432
C -0.90755 2.85084 -2.46198
C -0.17934 2.24034 0.86022
C 2.13502 -1.34455 -1.60855
H -0.92066 -1.17778 2.36629
H 1.89195 -1.32201 0.87123
H 0.08487 -0.90275 -2.21770
H 0.60487 -1.54175 3.08688
H 2.35186 -1.67426 -2.62726
H 0.64525 -2.59545 0.82836
H 0.45118 0.12575 2.43797
H 0.32165 -2.48233 -1.36377
H 2.52939 -0.32795 -1.51518
H 2.68092 -2.02500 -0.94745
*
```

As for the frontier orbital gap: 8.0 eV. The calculation puts the energy above the lowest of the compared OMol25 structures with the same formula, charge and spin at 122.5 kJ/mol. The value obtained for the energy is -52282.0131 eV. For the strongest force on any atom, the calculation gives 0.1606 hartree/bohr.

6.
A structure of composition C8H10LuO5S in a non-equilibrium geometry. Source: OMol25; level of theory: ωB97M-V/def2-TZVPD.

ORCA input file:
```
! wB97M-V def2-TZVPD RIJCOSX def2/J DEFGRID3
* xyz 3 1
Lu 0.46613 -0.44212 -0.36052
S -1.13722 -2.88489 1.64790
O -0.09665 2.00363 2.24867
O -2.85660 0.54886 0.51694
O -0.06861 3.06836 -0.88912
O 3.76860 0.84024 0.05855
O -0.04963 -2.00994 0.90063
C 0.10849 -0.63213 -2.73649
C 0.16423 1.93824 -0.88370
C -1.20438 -2.12386 3.27726
C 0.21868 1.16875 1.51771
C 0.07643 -1.89169 -2.18113
C 2.70904 0.42300 -0.11068
C -1.83135 0.30165 0.04664
C -0.13028 -4.32172 2.03735
H 0.41888 -4.60691 1.13325
H -1.89201 -1.27505 3.23904
H -0.87027 -2.40225 -1.94273
H -0.79811 -0.04195 -2.93316
H -1.60184 -2.85932 3.98204
H 0.55911 -4.08831 2.85902
H 0.96790 -2.54277 -2.16380
H -0.80556 -5.13778 2.32433
H -0.20995 -1.78712 3.57665
H 1.01336 -0.20872 -3.19846
*
```

As for the frontier orbital gap: 8.5 eV. The calculation puts the energy above the lowest of the compared OMol25 structures with the same formula, charge and spin at 0.0 kJ/mol. The value obtained for the energy is -63119.5798 eV. For the strongest force on any atom, the calculation gives 0.1201 hartree/bohr.

7.
A structure of composition C8H10MgO8P in a non-equilibrium geometry. Source: OMol25; level of theory: ωB97M-V/def2-TZVPD.

ORCA input file:
```
! wB97M-V def2-TZVPD RIJCOSX def2/J DEFGRID3
* xyz 1 1
P 0.41482 0.92474 -0.42202
Mg -0.59394 -2.11902 0.49683
O -0.93318 -7.39955 -1.64711
O 1.06373 0.98733 1.23805
O -1.83033 0.35883 1.67166
O -0.66239 0.93704 -1.86036
O 0.03175 -3.64597 3.16520
O -0.36605 -1.33196 -2.51972
O 2.56787 -1.08728 0.74810
O 0.84419 2.46943 -0.72741
C -1.28819 -0.54701 1.23296
C 2.37318 1.63574 1.22157
C 1.45225 -1.41341 0.67950
C -1.25648 -6.38385 -1.19826
C -0.14985 -3.04707 2.19938
C -0.06189 3.47750 -0.19818
C -1.97107 1.12934 -1.57409
C -0.40525 -1.53835 -1.38680
H 2.92389 1.31838 2.05278
H 0.43615 -3.48842 -0.14828
H -2.37387 1.62451 -2.41659
H -0.40142 3.08737 0.77371
H 2.13276 2.69301 1.29212
H -2.11558 1.77149 -0.68169
H -2.38853 0.17190 -1.41335
H 2.87860 1.41484 0.29720
H -0.90105 3.71439 -0.82238
H 0.57990 4.28604 -0.05280
*
```

As for the frontier orbital gap (alpha / beta): 6.2 / 6.2 eV. The calculation puts the energy above the lowest of the compared OMol25 structures with the same formula, charge and spin at 491.4 kJ/mol. The value obtained for the energy is -39556.9798 eV. For the strongest force on any atom, the calculation gives 0.1643 hartree/bohr.

8.
A structure of composition C8H10MnO6P in a non-equilibrium geometry. Source: OMol25; level of theory: ωB97M-V/def2-TZVPD.

ORCA input file:
```
! wB97M-V def2-TZVPD RIJCOSX def2/J DEFGRID3
* xyz 2 5
Mn -0.06996 0.52058 -0.53500
P -2.12209 -0.83214 2.41949
O -2.40683 -0.49899 -1.91528
O -0.01440 3.03439 1.21821
O 0.61975 -2.36524 -0.07036
O 2.54901 -0.17260 -3.13712
O -1.36402 0.29249 1.81754
O 1.12820 0.46477 2.48501
C 1.69291 0.22637 -2.44670
C -3.04599 -1.77728 1.20831
C 0.41275 -1.21626 -0.24852
C 0.53156 0.42946 1.47662
C -1.59361 0.00771 -1.25294
C -3.34020 0.01731 3.48458
C 0.02410 1.89214 0.90860
C -0.99750 -1.90894 3.35538
H -3.55942 -1.08450 0.50846
H 0.37181 1.14966 -2.29418
H -3.81980 -2.44158 1.66654
H -1.51106 -2.59514 4.05010
H -3.94002 0.62930 2.81261
H -2.36986 -2.42096 0.60309
H -0.29922 -1.26895 3.91439
H -0.39934 -2.50328 2.64508
H -2.77658 0.67263 4.14294
H -3.96400 -0.67817 4.04720
*
```

As for the frontier orbital gap (alpha / beta): 5.1 / 6.9 eV. The calculation puts the energy above the lowest of the compared OMol25 structures with the same formula, charge and spin at 517.4 kJ/mol. The value obtained for the energy is -61326.2912 eV. For the strongest force on any atom, the calculation gives 0.2045 hartree/bohr.

9.
A cluster of 2 separate species, C8H10N2O2 in total in a non-equilibrium geometry. Source: OMol25; level of theory: ωB97M-V/def2-TZVPD.

ORCA input file:
```
! wB97M-V def2-TZVPD RIJCOSX def2/J DEFGRID3
* xyz 0 1
O 1.07018 1.32567 0.03639
O -1.55362 1.27402 -0.30715
N -0.94245 -0.92347 -0.48186
N 2.29020 1.92161 0.17313
C -5.88477 -0.63250 0.37178
C -1.86783 0.08641 -0.30064
C 3.20144 1.05165 0.18439
C -3.24675 -0.34435 -0.08229
C 5.11567 -1.89792 0.07543
C 2.89990 -0.41977 0.05135
C 4.08577 -1.26216 0.05343
C -4.43896 -0.43941 0.13859
H 6.01982 -2.46871 0.13093
H 0.41661 2.04504 0.00076
H -6.05370 -1.48229 1.05591
H -1.12808 -1.78609 0.00918
H 2.20384 -0.70462 0.85016
H -6.40764 -0.85142 -0.56114
H -0.00364 -0.55288 -0.37002
H 2.33157 -0.55114 -0.86807
H -6.34556 0.25743 0.84094
H 4.21319 1.45857 0.28622
*
```

Its structure (SMILES) is C#CC/C=N\O.CC#CC(N)=O. As for the frontier orbital gap: 10.6 eV. The calculation puts the energy above the lowest of the compared OMol25 structures with the same formula, charge and spin at 536.7 kJ/mol. The value obtained for the energy is -15528.4466 eV. For the strongest force on any atom, the calculation gives 0.0296 hartree/bohr.

10.
A structure of composition C8H10N2O4S in a non-equilibrium geometry. Source: OMol25; level of theory: ωB97M-V/def2-TZVPD.

ORCA input file:
```
! wB97M-V def2-TZVPD RIJCOSX def2/J DEFGRID3
* xyz 0 1
S 1.84666 -0.60649 0.89760
O -0.36695 2.26032 -0.90715
O -3.09286 1.98236 -0.14958
O -2.35288 -1.49476 2.64865
O -3.72165 -0.18528 0.38634
N 2.21170 1.73952 -0.35310
N -0.93933 -0.84457 0.77583
C 1.54637 0.51424 -0.47725
C -0.21480 -2.55428 1.67159
C -2.88681 0.66203 0.12041
C 1.65178 -0.08373 -1.88926
C 0.32901 -1.60843 0.65851
C -1.34275 0.36686 0.18683
C -0.32574 1.07524 -0.34721
C -1.38307 -1.53852 1.92215
H 2.49501 2.02288 0.54523
H 1.91749 0.71096 -2.57787
H 2.48488 -0.80099 -1.99266
H 0.61850 -0.34117 -2.13253
H -0.70316 -3.47356 1.44910
H 0.53464 2.60015 -1.06644
H 0.60756 -2.75807 2.43154
H 0.43670 -1.87579 -0.34678
H 2.95980 1.86503 -0.98783
H -2.31009 2.36604 -0.46609
*
```

As for the frontier orbital gap: 8.5 eV. The calculation puts the energy above the lowest of the compared OMol25 structures with the same formula, charge and spin at 89.5 kJ/mol. The value obtained for the energy is -30461.0677 eV. For the strongest force on any atom, the calculation gives 0.0691 hartree/bohr.